1.
Here is a cluster of 4 separate species, C25H61N5O3P in total in a non-equilibrium geometry from OMol25. Energies are from the ωB97M-V functional and the def2-TZVPD basis.

```
95
Properties=species:S:1:pos:R:3
C 4.542 1.259 0.759
O 3.516 2.208 0.913
C 2.303 1.822 0.253
C 1.297 1.230 1.242
C 0.273 2.258 1.750
C -1.169 1.777 1.674
N -1.448 1.166 0.361
C -2.481 0.124 0.380
C -2.087 -1.074 -0.535
O -2.815 -2.091 -0.475
O -1.091 -0.894 -1.256
P -1.636 2.264 -0.894
N -1.405 3.780 -0.518
H 5.284 1.430 1.534
H 5.027 1.353 -0.216
H 4.156 0.244 0.862
H 1.912 2.712 -0.235
H 2.533 1.085 -0.516
H 0.824 0.377 0.759
H 1.866 0.841 2.085
H 0.492 2.495 2.793
H 0.407 3.188 1.207
H -1.312 1.012 2.432
H -1.862 2.587 1.901
H -3.449 0.466 0.002
H -2.613 -0.271 1.381
H -0.717 1.836 -1.861
H -2.910 2.001 -1.440
H -2.259 4.294 -0.703
C 5.253 -5.000 -3.445
C 3.896 -4.361 -3.183
N 3.416 -4.570 -1.833
C 2.012 -4.209 -1.658
C 1.608 -2.742 -1.833
C 4.311 -4.144 -0.776
C 4.750 -2.673 -0.753
H 5.238 -6.063 -3.200
H 5.511 -4.898 -4.501
H 6.049 -4.524 -2.871
H 3.173 -4.814 -3.866
H 3.949 -3.294 -3.452
H 1.692 -4.547 -0.669
H 1.432 -4.809 -2.366
H 1.914 -2.130 -0.986
H 0.522 -2.658 -1.894
H 2.020 -2.306 -2.746
H 5.211 -4.765 -0.819
H 3.851 -4.394 0.183
H 5.034 -2.311 -1.742
H 5.621 -2.560 -0.101
H 3.970 -2.023 -0.361
C 1.707 9.987 1.465
C 2.058 8.927 0.432
N 2.317 7.626 1.013
C 2.916 6.684 0.081
C 2.089 6.242 -1.133
C 1.258 7.086 1.849
C -0.126 6.903 1.216
H 2.477 10.053 2.234
H 1.626 10.962 0.980
H 0.751 9.786 1.949
H 2.968 9.248 -0.084
H 1.263 8.899 -0.331
H 3.223 5.795 0.639
H 3.848 7.131 -0.282
H 1.300 5.541 -0.862
H 2.738 5.729 -1.847
H 1.637 7.088 -1.653
H 1.154 7.729 2.728
H 1.597 6.128 2.250
H -0.436 7.770 0.629
H -0.870 6.760 2.003
H -0.169 6.019 0.582
C -6.361 -7.726 1.730
C -5.752 -6.974 0.555
N -6.258 -5.625 0.416
C -5.894 -4.998 -0.848
C -4.409 -4.730 -1.104
C -6.124 -4.776 1.587
C -4.715 -4.545 2.152
H -7.451 -7.724 1.672
H -6.021 -8.763 1.720
H -6.065 -7.297 2.688
H -6.003 -7.519 -0.360
H -4.655 -7.007 0.644
H -6.443 -4.056 -0.934
H -6.285 -5.630 -1.655
H -4.040 -3.890 -0.521
H -4.259 -4.467 -2.153
H -3.790 -5.605 -0.897
H -6.749 -5.195 2.383
H -6.579 -3.809 1.361
H -4.140 -5.471 2.211
H -4.791 -4.143 3.166
H -4.150 -3.825 1.562
```

Summary:
HOMO energy, eV: -5.038
Frontier orbital gap, eV: 7.74
Total charge: -1
E_tot, Ha: -1829.97430

=====

2.
Here is a cluster of 8 separate species, C25H62NO10 in total in a non-equilibrium geometry from OMol25. Energies are from the ωB97M-V functional and the def2-TZVPD basis.

```
98
Properties=species:S:1:pos:R:3
C 0.010 -1.851 -1.670
C -1.084 -1.529 -0.604
O -0.714 -1.353 0.548
N -2.503 -1.370 -0.873
C -2.714 -0.163 -1.721
C -3.089 -2.544 -1.561
O -2.597 -3.086 -2.568
O -4.216 -2.967 -1.069
H -0.366 -1.490 -2.668
H 0.109 -2.970 -1.742
H 0.991 -1.366 -1.439
H -2.351 -0.422 -2.763
H -3.801 0.127 -1.726
H -2.083 0.654 -1.265
C -2.329 2.076 2.890
C -3.648 2.079 2.134
C -4.600 1.023 2.675
O -3.395 1.831 0.755
H -1.827 1.110 2.786
H -1.650 2.830 2.484
H -2.481 2.279 3.953
H -4.115 3.065 2.208
H -4.170 0.022 2.569
H -5.536 1.028 2.115
H -4.823 1.197 3.732
H -2.983 0.958 0.685
C -6.810 -1.012 -0.093
C -7.847 -0.302 0.763
C -9.247 -0.474 0.194
O -7.534 1.091 0.839
H -6.796 -0.601 -1.107
H -5.809 -0.874 0.317
H -7.014 -2.083 -0.156
H -7.814 -0.696 1.782
H -9.314 -0.045 -0.811
H -9.981 0.049 0.813
H -9.524 -1.530 0.140
H -7.560 1.448 -0.057
C 2.116 -0.211 -5.950
C 2.865 -0.270 -4.628
C 4.304 -0.719 -4.828
O 2.204 -1.172 -3.746
H 2.078 -1.197 -6.422
H 1.081 0.102 -5.790
H 2.590 0.489 -6.642
H 2.850 0.714 -4.153
H 4.344 -1.723 -5.261
H 4.827 -0.767 -3.869
H 4.845 -0.034 -5.486
H 2.208 -2.047 -4.152
C 3.333 4.194 -5.777
C 4.312 3.033 -5.735
C 5.721 3.507 -5.417
O 4.309 2.365 -6.998
H 3.611 4.912 -6.556
H 2.328 3.839 -6.017
H 3.300 4.715 -4.818
H 3.991 2.311 -4.985
H 6.081 4.200 -6.185
H 6.415 2.663 -5.402
H 5.759 4.008 -4.448
H 4.593 2.997 -7.670
C 1.661 -0.990 5.430
C 0.321 -0.408 5.006
C -0.797 -1.430 5.153
O 0.394 0.021 3.650
H 1.928 -1.848 4.806
H 2.456 -0.250 5.309
H 1.640 -1.312 6.473
H 0.095 0.474 5.612
H -0.613 -2.302 4.519
H -1.751 -1.003 4.836
H -0.891 -1.766 6.189
H 0.592 -0.750 3.102
C 2.860 -5.116 5.845
C 3.849 -4.242 6.600
C 4.789 -5.080 7.454
O 3.138 -3.328 7.432
H 2.236 -5.687 6.540
H 2.185 -4.502 5.245
H 3.375 -5.816 5.184
H 4.429 -3.647 5.891
H 4.230 -5.650 8.202
H 5.486 -4.440 7.998
H 5.362 -5.779 6.840
H 2.620 -3.842 8.064
C 2.015 3.767 -0.574
C 1.981 3.628 -2.087
C 0.933 2.616 -2.525
O 3.267 3.218 -2.559
H 2.274 2.815 -0.101
H 2.779 4.489 -0.272
H 1.050 4.097 -0.185
H 1.766 4.599 -2.541
H 1.156 1.624 -2.119
H 0.926 2.518 -3.614
H -0.065 2.911 -2.195
H 3.468 2.360 -2.164
```

Summary:
HOMO energy, eV: -4.165
Frontier orbital gap, eV: 6.32
Total charge: -1
E_tot, Ha: -1796.91949